This record from the OMol25 dataset describes an isolated molecule of C14H18N2O3 in a non-equilibrium geometry. The level of theory is the ωB97M-V functional and the def2-TZVPD basis.

Each atom is followed by the atoms it is bonded to, with distances in Å.
Element x y z (Å)
1 C -0.4603 -2.5095 -0.1515  C2 1.544, C3 1.541, H16 1.093, N33 1.468
2 C 0.8400 -1.6774 -0.1224  C1 1.544, N34 1.415, O35 1.226
3 C -0.8476 -2.6420 -1.6375  C1 1.541, C4 1.531, H17 1.097, H18 1.104
4 C -2.2108 -1.9599 -1.7784  C3 1.531, C5 1.538, H19 1.166, H20 1.163
5 C -2.7361 -2.4128 -0.4060  C4 1.538, H21 1.092, H22 1.177, N33 1.502
6 C 1.4528 0.6470 -0.8736  C7 1.606, C8 1.514, H24 1.093, N34 1.444
7 C 2.6302 0.0119 -1.7621  C6 1.606, O36 1.186, O37 1.386
8 C 2.0139 1.3940 0.3178  C6 1.514, C9 1.513, H25 1.143, H26 1.074
9 C 0.9748 2.1030 1.1589  C8 1.513, C10 1.348, C11 1.405
10 C 0.5976 3.3662 0.8797  C9 1.348, C12 1.374, H27 1.111
11 C 0.2784 1.3876 2.1469  C9 1.405, C13 1.415, H28 1.064
12 C -0.3513 4.0601 1.5903  C10 1.374, C14 1.413, H29 1.092
13 C -0.7448 1.9857 2.9194  C11 1.415, C14 1.422, H30 1.094
14 C -1.0139 3.3490 2.6159  C12 1.413, C13 1.422, H31 1.081
15 H -1.7660 -2.0896 1.5477  N33 1.042
16 H -0.2185 -3.4652 0.3215  C1 1.093
17 H -1.0207 -3.6891 -1.9149  C3 1.097
18 H 0.0200 -2.3333 -2.2468  C3 1.104
19 H -2.7456 -2.3656 -2.7324  C4 1.166
20 H -2.0939 -0.8056 -1.8577  C4 1.163
21 H -3.6963 -1.9419 -0.1845  C5 1.092
22 H -2.7175 -3.5880 -0.3519  C5 1.177
23 H -0.4106 -0.0754 -0.0894  N34 1.005
24 H 0.9149 1.3802 -1.4802  C6 1.093
25 H 2.5200 0.5698 0.9262  C8 1.143
26 H 2.6628 2.2037 0.0394  C8 1.074
27 H 1.0835 3.9295 0.0548  C10 1.111
28 H 0.4970 0.3476 2.1042  C11 1.064
29 H -0.3566 5.1316 1.3821  C12 1.092
30 H -1.3060 1.5485 3.7503  C13 1.094
31 H -1.7299 3.8743 3.2329  C14 1.081
32 H 3.1103 -0.9980 -3.2324  O37 0.983
33 N -1.6442 -1.9604 0.5205  C1 1.468, C5 1.502, H15 1.042
34 N 0.4956 -0.3405 -0.4342  C2 1.415, C6 1.444, H23 1.005
35 O 1.9847 -2.0152 0.1596  C2 1.226
36 O 3.7558 0.3218 -1.5557  C7 1.186
37 O 2.2383 -0.7423 -2.8565  C7 1.386, H32 0.983

- HOMO (eV) = -9.10
- LUMO level (eV) = 0.71
- electronic energy (Ha) = -879.4890
- frontier orbital gap (Eh) = 0.361
- ΔE to the lowest compared entry with this formula, charge and spin (kcal/mol) = 48.87